Record 1
Entry from the OMol25 dataset: a cluster of 2 separate species, C19H20OS2 in total (the ωB97M-V functional and the def2-TZVPD basis).

Cartesian coordinates (Å):
C -2.36704 1.08240 -1.87358
C -2.06074 0.87442 -0.40138
C -1.00603 1.70964 0.11564
C -0.67671 1.91833 1.48568
C -1.36847 1.26003 2.54715
C -1.03293 1.49898 3.87257
C -0.00474 2.39181 4.19741
C 0.69001 3.05502 3.17670
C 0.36938 2.82773 1.84613
O -2.69274 0.02450 0.25807
H -1.44217 1.17388 -2.45475
H -2.95398 0.24977 -2.27037
H -2.94461 2.01136 -2.00219
H -0.44590 2.27399 -0.63243
H -2.16897 0.57000 2.28050
H -1.58073 0.99281 4.66672
H 0.24866 2.58130 5.23983
H 1.47745 3.76126 3.43475
H 0.90613 3.35678 1.05629
C -0.70417 -0.87065 -4.74897
C 0.49596 -0.25486 -4.38024
C 1.03570 -0.46223 -3.11188
C 0.35667 -1.26088 -2.16394
C 0.83661 -1.35863 -0.77375
S -0.08840 -2.28054 0.31463
C 0.81945 -2.37948 1.88480
C 2.33537 -2.42686 1.75146
C 2.84258 -1.07479 1.27908
S 2.22649 -0.48151 -0.33146
C -0.82208 -1.92723 -2.57272
C -1.35277 -1.71479 -3.84277
H -1.13194 -0.69375 -5.73527
H 1.01229 0.39496 -5.09249
H 1.99220 -0.00387 -2.85413
H 0.50140 -1.50836 2.47489
H 0.42101 -3.29466 2.35443
H 2.74350 -2.59560 2.75750
H 2.66345 -3.24785 1.10116
H 2.54748 -0.28693 1.98811
H 3.93974 -1.06572 1.18126
H -1.33062 -2.61044 -1.88963
H -2.28580 -2.20934 -4.13279

## Properties
Kohn-Sham gap (eV): 3.668
LUMO level (eV): -1.87
2S+1: 1


Record 2
Entry from the OMol25 dataset: a cluster of 2 separate species, C19H21 in total (the ωB97M-V functional and the def2-TZVPD basis).

Cartesian coordinates (Å):
C 2.69238 3.68320 -1.63651
C 2.77276 2.40484 -0.87636
C 2.09453 1.27722 -1.18687
C 2.19662 0.07722 -0.41310
C 1.48717 -1.04197 -0.69054
C 1.70556 -2.35673 -0.02922
H 3.33592 4.41642 -1.13907
H 3.04105 3.57661 -2.67419
H 1.67064 4.08867 -1.67147
H 3.44399 2.40039 -0.01266
H 1.43324 1.25878 -2.06558
H 2.90078 0.07858 0.43191
H 0.78883 -1.02927 -1.52908
H 1.02597 -3.09546 -0.46883
H 2.74042 -2.72010 -0.13991
H 1.49589 -2.30365 1.04690
C -0.85216 -0.56322 1.28602
C -0.95811 0.78377 0.83234
C -0.36755 1.79035 1.66888
C -0.33227 3.11874 1.29168
C -0.89644 3.52251 0.07073
C -1.50209 2.56792 -0.75066
C -1.53930 1.22345 -0.38753
C -1.51534 -1.75687 0.87897
C -1.35562 -2.90248 1.73408
C -1.83649 -4.14857 1.37599
C -2.52477 -4.31892 0.16261
C -2.73656 -3.21180 -0.66433
C -2.27389 -1.94523 -0.30900
H -0.29013 -0.66682 2.22177
H 0.06556 1.47363 2.62249
H 0.12742 3.85741 1.94835
H -0.88687 4.57380 -0.21813
H -1.96057 2.87374 -1.69236
H -1.99933 0.51027 -1.06271
H -0.82824 -2.76426 2.68296
H -1.68221 -4.99857 2.04046
H -2.90952 -5.29934 -0.11733
H -3.28047 -3.32961 -1.60294
H -2.49079 -1.10467 -0.95775

## Properties
Charge: +1
Kohn-Sham gap (eV): 4.997
Relative energy (zero: lowest compared OMol25 entry of this formula, charge and spin) (kJ/mol): 0.0
LUMO level (eV): -5.86
2S+1: 1


Record 3
Entry from the OMol25 dataset: the ion C19H21 with charge +1 (the ωB97M-V functional and the def2-TZVPD basis).

Cartesian coordinates (Å):
C 2.23662 -2.11267 -1.81079
C 1.01023 -2.42554 -1.00262
C 0.85335 -2.22757 0.31069
C -0.35106 -2.41519 1.06473
C -0.61804 -2.15654 2.43650
H 2.01463 -2.22832 -2.88150
H 2.64520 -1.10017 -1.66858
H 3.04130 -2.80165 -1.53492
H 0.12229 -2.65634 -1.61877
H 1.80473 -1.96305 0.88912
H -1.14267 -2.93575 0.51438
H -1.31736 -2.79420 2.92181
H 0.29927 -1.94731 3.06140
C -1.42081 -1.88106 8.93171
C -1.49372 -1.39691 7.52858
C -2.61735 -1.71080 6.73099
C -2.65097 -1.36379 5.39034
C -1.49817 -0.78639 4.69913
C -1.47843 -0.80758 3.22261
C -1.06011 0.40563 2.52040
C -1.68252 0.69343 1.26971
C -1.07415 1.45453 0.30665
C 0.13959 2.11472 0.54885
C 0.68464 1.99428 1.81949
C 0.03384 1.23191 2.84474
C -0.47173 -0.38138 5.55076
C -0.45388 -0.70025 6.91636
H -0.50912 -1.53499 9.42771
H -2.26054 -1.50354 9.53241
H -1.47463 -2.98196 9.00797
H -3.42914 -2.25940 7.19368
H -3.59908 -1.54873 4.83360
H -2.51272 -1.01784 2.88481
H -2.65306 0.23870 1.06871
H -1.52436 1.56308 -0.67125
H 0.65828 2.66933 -0.21279
H 1.65481 2.49091 2.07418
H 0.46070 1.29774 3.85898
H 0.37003 0.16845 5.17443
H 0.40888 -0.44843 7.52778

## Properties
Charge: +1
Kohn-Sham gap (eV): 5.771
Relative energy (zero: lowest compared OMol25 entry of this formula, charge and spin) (kJ/mol): 125.4
LUMO level (eV): -5.92
2S+1: 1


Record 4
Entry from the OMol25 dataset: a structure of composition C19H21BaN8S (the ωB97M-V functional and the def2-TZVPD basis).

Cartesian coordinates (Å):
Ba 0.16189 -1.35816 -0.99881
C -0.11372 -4.22696 2.56776
C -0.04070 -3.58926 1.32789
N -0.27118 -2.30520 1.14938
C -0.61889 -1.51629 2.19880
C -0.74925 -2.09274 3.49607
C -0.47416 -3.46907 3.64694
C -1.14034 -1.31269 4.59898
C -1.38497 0.01257 4.39241
C -1.24236 0.60022 3.12729
C -0.85903 -0.09619 1.97795
N -0.65874 0.38056 0.70212
C -0.85042 1.66183 0.23933
C -1.29662 2.79529 0.92560
C -1.43020 4.06412 0.34316
C -1.13409 4.28702 -0.96836
C -0.69990 3.19513 -1.74262
C -0.41208 3.35044 -3.11535
C -0.00632 2.27969 -3.86264
C 0.11360 1.04561 -3.22028
N -0.14462 0.86197 -1.94123
C -0.55355 1.90035 -1.16694
H 0.10189 -5.28243 2.65224
H 0.22058 -4.16104 0.43748
H -0.55807 -3.90528 4.63467
H -1.23929 -1.76961 5.57468
H -1.69678 0.64271 5.21544
H -1.44880 1.64835 3.10190
H -1.58605 2.74887 1.95355
H -1.78538 4.87540 0.96571
H -1.23761 5.26385 -1.42207
H -0.53052 4.33163 -3.55887
H 0.21371 2.36701 -4.91737
H 0.43597 0.16899 -3.77662
N 2.49717 -0.70029 0.88330
N 2.88147 0.53615 0.30938
C 3.02916 0.60504 -1.02843
N 3.17621 1.82696 -1.56017
S 3.10720 -0.77546 -1.98003
H 2.28121 -0.54191 1.86071
H 3.29095 -1.32924 0.82399
H 2.54530 1.35349 0.79789
H 3.22488 2.66155 -0.99912
H 3.40979 1.88826 -2.53440
N -0.66028 -2.60544 -3.86135
N -1.27459 -3.34730 -2.79118
H -1.21143 -2.64836 -4.71140
H 0.23169 -3.03976 -4.06238
H -1.41304 -4.32250 -3.03439
H -2.19970 -2.95784 -2.65057

## Properties
Charge: +1
Kohn-Sham gap (eV): 6.664
Relative energy (zero: lowest compared OMol25 entry of this formula, charge and spin) (kJ/mol): 49.1
LUMO level (eV): -2.53
2S+1: 1


Record 5
Entry from the OMol25 dataset: a structure of composition C19H21BrFN2O9Ti (the ωB97M-V functional and the def2-TZVPD basis).

Cartesian coordinates (Å):
Ti -0.18169 0.63964 -1.22241
C 1.30341 -0.60531 -3.74141
O 0.47277 -1.00356 -2.64754
C 0.97752 -2.15478 -1.98158
C 0.04125 -2.49566 -0.84828
O -0.00418 -1.46914 0.14611
C 0.94497 -1.66400 1.19574
C 0.60652 -0.74418 2.33642
O 0.84389 0.57332 1.91796
C 0.43975 1.54310 2.85806
H 1.34903 -1.41705 -4.47042
H 2.30560 -0.36598 -3.37958
H 0.84755 0.27808 -4.17522
H 1.99146 -1.95335 -1.62353
H 1.00717 -2.99321 -2.68603
H 0.34906 -3.44012 -0.39178
H -0.97080 -2.60059 -1.23252
H 1.95474 -1.45387 0.83210
H 0.88729 -2.70220 1.53639
H 1.22617 -1.00102 3.20666
H -0.44738 -0.87602 2.61922
H -0.62060 1.42614 3.11247
H 0.59120 2.51526 2.39557
H 1.02980 1.47056 3.77846
O -1.37429 1.56234 0.14980
C -2.53293 1.40709 0.55549
C -3.43588 0.41178 0.08757
C -4.71292 0.32431 0.66104
C -5.58528 -0.62077 0.20261
C -5.23422 -1.49442 -0.84128
C -3.99821 -1.41453 -1.41543
C -3.04447 -0.45984 -0.96738
O -1.88613 -0.40364 -1.51336
N -6.91328 -0.72466 0.80656
O -7.66055 -1.58395 0.38071
O -7.19047 0.04981 1.70272
H -2.89999 2.09032 1.33216
H -5.00619 0.99496 1.45786
H -5.96183 -2.21914 -1.17722
H -3.71546 -2.06789 -2.22962
F -0.18194 1.73183 -2.71024
Br 7.10006 -0.09540 0.67118
C 5.67768 1.14789 0.70744
C 5.85698 2.38009 1.31905
N 4.89702 3.29755 1.37879
C 3.72361 3.00453 0.82663
C 3.45719 1.79429 0.19813
C 4.45973 0.83934 0.13505
C 2.10180 1.52395 -0.36049
O 1.19625 2.36386 -0.30283
O 1.88177 0.37412 -0.89145
H 6.80813 2.63176 1.77327
H 2.94806 3.75877 0.87788
H 4.28123 -0.11041 -0.34948

## Properties
Kohn-Sham gap (alpha / beta) (eV): 7.334 / 8.449
Relative energy (zero: lowest compared OMol25 entry of this formula, charge and spin) (kJ/mol): 10.6
LUMO level (alpha / beta) (eV): -0.64 / -0.76
2S+1: 2